(1)
{"formula": "C4H9N2O", "method": "wB97M-V/def2-TZVPD", "elements": ["C", "C", "C", "N", "C", "N", "H", "H", "H", "H", "H", "H", "H", "H", "H", "O"], "coordinates": [[-0.73853, -0.13271, 2.36762], [-0.38753, -0.56765, 0.99984], [-0.26618, 0.25257, -0.10635], [0.12725, -0.53588, -1.24265], [0.46090, -1.73884, -0.78113], [0.01781, -1.75646, 0.50566], [-0.32241, -0.64274, 3.25078], [-1.83160, -0.21410, 2.48830], [-0.59855, 0.96459, 2.41674], [0.03033, 1.32875, -0.16589], [0.41152, -0.20107, -2.19011], [0.42348, -2.65402, -1.43145], [-0.14277, -2.75461, 0.70012], [0.94246, 2.76479, -3.06186], [0.83202, 3.36605, -1.63839], [1.04180, 2.52132, -2.11124]], "mulliken_spin": [0.03, 0.31, 0.40, -0.09, 0.26, -0.03, 0.01, 0.06, 0.01, 0.03, 0.00, 0.01, 0.00, 0.00, 0.00, 0.00], "charge": 2, "multiplicity": 2, "s_squared": 0.764, "e_above_lowest_kcal_mol": 33.0, "largest_force_ev_per_a": 5.73, "orbital_gap_ev": [8.64, 4.74], "energy_ha": -341.79185}


(2)
{"formula": "C4H9N2O2", "method": "wB97M-V/def2-TZVPD", "elements": ["N", "C", "O", "O", "H", "H", "C", "C", "N", "C", "H", "H", "H", "H", "H", "H", "H"], "coordinates": [[-1.45269, 2.43467, -0.58283], [-0.64098, 1.33277, -0.90527], [0.61320, 1.54320, -0.90986], [-1.24430, 0.24535, -1.12005], [-0.98518, 3.34863, -0.77691], [-2.40374, 2.36054, -0.94068], [-0.36133, -0.87511, 2.29390], [-0.00262, -1.19680, 1.02740], [1.20823, -0.84429, 0.41994], [1.37462, -1.24078, -0.99219], [0.29540, -0.28732, 2.94759], [-1.35221, -1.18782, 2.66393], [-0.70112, -1.72378, 0.39156], [1.33747, 0.18296, 0.46357], [2.44094, -1.08986, -1.28801], [1.19727, -2.31109, -1.05918], [0.67703, -0.69125, -1.63292]], "mulliken_charge": [-0.54, 0.70, -0.81, -0.73, 0.22, 0.22, -0.74, 0.02, -0.54, -0.71, 0.24, 0.23, 0.26, 0.34, 0.23, 0.35, 0.26], "charge": -1, "e_above_lowest_kcal_mol": 17.7, "largest_force_ev_per_a": 1.81, "orbital_gap_ev": 8.18, "energy_ha": -417.85450}


(3)
{"formula": "C4H9N2O2", "method": "wB97M-V/def2-TZVPD", "elements": ["N", "C", "C", "N", "C", "C", "O", "O", "H", "H", "H", "H", "H", "H", "H", "H", "H"], "coordinates": [[-1.76842, -1.62041, 0.11880], [-0.64416, -0.95580, 0.32399], [-0.53018, 0.39401, -0.09351], [0.46155, 1.22422, -0.21217], [1.67113, 0.88655, 0.44910], [2.94864, 0.79363, -0.49139], [4.02979, 0.56984, 0.21260], [-4.18649, -0.78363, -0.22968], [-4.84681, -0.27340, -0.70403], [-2.37324, -1.01698, -0.49287], [-2.44665, -1.72071, 0.88365], [0.06603, -1.51921, 0.92746], [-1.46792, 0.71347, -0.54307], [1.88701, 1.69097, 1.15367], [1.58813, -0.02489, 1.04647], [2.70907, -0.04897, -1.19919], [2.90252, 1.69131, -1.14982]], "mulliken_charge": [-0.48, 0.01, -0.04, -0.39, -0.21, -0.42, -0.76, -1.06, 0.15, 0.31, 0.34, 0.40, 0.34, 0.29, 0.15, 0.17, 0.22], "charge": -1, "e_above_lowest_kcal_mol": 148.3, "largest_force_ev_per_a": 2.57, "orbital_gap_ev": 4.82, "energy_ha": -417.64634}


(4)
{"formula": "C4H9N2O2", "method": "wB97M-V/def2-TZVPD", "elements": ["N", "C", "C", "O", "N", "C", "C", "O", "H", "H", "H", "H", "H", "H", "H", "H", "H"], "coordinates": [[1.05200, 2.24113, -1.54658], [1.03967, 0.87033, -1.07711], [-0.30423, 0.17007, -1.17718], [-0.91174, 0.46549, -2.21848], [-0.80626, -0.63842, -0.23468], [0.10843, -1.24485, 0.86389], [-0.58405, -1.08194, 2.21218], [0.33176, -0.96298, 3.17622], [0.46617, 2.90111, -1.05976], [0.73555, 2.22190, -2.51006], [1.79096, 0.27263, -1.60421], [1.45066, 0.96403, -0.03467], [-1.59072, -1.23579, -0.43245], [1.06400, -0.72154, 0.82406], [0.30264, -2.27937, 0.54634], [-1.22665, -0.09425, 2.25677], [-1.36424, -1.91429, 2.40429]], "mulliken_charge": [-0.65, -0.49, 0.44, -0.72, -0.11, -0.41, -0.39, -0.87, 0.24, 0.28, 0.25, 0.34, 0.27, 0.27, 0.29, 0.12, 0.12], "smiles": "NCC(=O)NCC[O-]", "charge": -1, "e_above_lowest_kcal_mol": 57.6, "largest_force_ev_per_a": 3.06, "orbital_gap_ev": 6.24, "energy_ha": -417.79085}


(5)
{"formula": "C4H9N2O2", "method": "wB97M-V/def2-TZVPD", "elements": ["C", "C", "N", "C", "N", "C", "O", "O", "H", "H", "H", "H", "H", "H", "H", "H", "H"], "coordinates": [[0.55645, -1.77699, 0.71006], [0.52163, -0.43747, 1.48233], [0.07111, -0.61626, 2.89273], [-0.47188, 0.48931, 0.73956], [0.19368, 1.04251, -0.42665], [-0.25405, 0.70544, -1.73694], [0.38131, 1.30782, -2.64418], [-1.18246, -0.11901, -1.84131], [-0.37379, -2.32911, 0.88397], [0.66507, -1.36185, -0.30432], [1.35117, -2.51417, 0.78032], [1.54434, -0.05181, 1.45379], [0.71066, -1.17404, 3.44136], [-0.84432, -1.04092, 2.86528], [-0.94173, 1.26908, 1.35008], [-1.38148, -0.04022, 0.45410], [1.00689, 1.60654, -0.24065]], "mulliken_charge": [-1.14, 0.31, -0.71, -0.85, -0.16, 0.54, -0.81, -0.71, 0.25, 0.26, 0.36, 0.30, 0.23, 0.25, 0.38, 0.30, 0.19], "smiles": "C[C@H](N)CNC(=O)[O-]", "charge": -1, "e_above_lowest_kcal_mol": 12.7, "largest_force_ev_per_a": 1.92, "orbital_gap_ev": 7.59, "energy_ha": -417.86239}


(6)
{"formula": "C4H9N2O2", "method": "wB97M-V/def2-TZVPD", "elements": ["C", "C", "C", "N", "N", "C", "O", "O", "H", "H", "H", "H", "H", "H", "H", "H", "H"], "coordinates": [[0.32379, -0.23428, -0.10937], [-0.83883, -0.44459, 0.81328], [0.93861, -3.63073, 0.39092], [0.88780, -2.85951, 1.54951], [0.72923, 1.12281, -0.39132], [-0.38650, 2.10322, -0.79118], [-1.24876, 1.53151, -1.47164], [-0.25393, 3.25385, -0.26862], [0.14920, -0.72105, -1.08103], [1.08551, -0.72863, 0.41958], [-0.60466, 0.10026, 1.69325], [-1.75028, -0.14771, 0.31637], [0.64130, -3.35558, -0.68227], [0.97992, -4.73350, 0.51107], [-0.91673, -1.48688, 1.13658], [-0.12028, -3.43719, 1.21709], [1.01582, 1.62258, 0.46222]], "mulliken_spin": [-0.01, -0.01, 0.59, 0.29, 0.00, 0.00, 0.00, 0.00, 0.00, 0.00, 0.00, 0.00, 0.06, 0.03, 0.00, 0.06, 0.00], "charge": -2, "multiplicity": 2, "s_squared": 0.756, "e_above_lowest_kcal_mol": 80.5, "largest_force_ev_per_a": 3.02, "orbital_gap_ev": [4.57, 5.78], "energy_ha": -417.60022}


(7)
{"formula": "C4H9N2O2", "method": "wB97M-V/def2-TZVPD", "elements": ["C", "C", "C", "C", "N", "N", "O", "O", "H", "H", "H", "H", "H", "H", "H", "H", "H"], "coordinates": [[0.34091, -1.72127, -0.08116], [-0.77502, 0.76426, -1.12146], [-1.02076, 0.69712, 1.46509], [0.78069, -0.38326, 0.32902], [2.13327, -0.05992, -1.15035], [-0.13332, 0.76338, 0.23873], [-0.73236, -2.01108, -0.53822], [2.93032, -0.84645, -1.37895], [0.97904, -2.56424, -0.04447], [-1.38122, -0.20595, -1.39000], [-1.42421, 1.61299, -1.09382], [-0.15962, 1.12953, -1.89173], [-1.37050, -0.39650, 1.43580], [-0.28781, 0.74166, 2.32841], [-1.89625, 1.48608, 1.34799], [1.52655, -0.52320, 1.17572], [0.49029, 1.51684, 0.36938]], "mulliken_charge": [-0.13, -0.89, -0.64, -0.53, 0.24, 0.06, -0.47, -0.13, 0.54, 0.35, 0.45, 0.40, 0.32, 0.34, 0.32, 0.49, 0.29], "charge": 1, "e_above_lowest_kcal_mol": 138.2, "largest_force_ev_per_a": 3.77, "orbital_gap_ev": 8.22, "energy_ha": -417.36119}


(8)
{"formula": "C4H9N2O2", "method": "wB97M-V/def2-TZVPD", "elements": ["C", "N", "C", "C", "C", "N", "O", "O", "H", "H", "H", "H", "H", "H", "H", "H", "H"], "coordinates": [[-1.41433, 0.00957, 1.18719], [-0.57250, -0.12693, -0.04058], [-1.06136, -1.10154, -0.92130], [0.00536, 1.19604, -0.49783], [0.84040, 0.19550, 0.13813], [2.03522, -0.27310, 0.07015], [2.59679, -1.29521, 0.31043], [2.83791, 0.84071, -0.09602], [-1.63800, -0.88418, 1.67420], [-0.70630, 0.66499, 1.67254], [-2.40726, 0.43191, 0.98577], [-0.71548, -2.12194, -0.51492], [-2.06543, -1.09499, -1.15894], [-0.72797, -1.01776, -1.89739], [-0.19096, 2.22256, 0.02978], [-0.12756, 1.24805, -1.65728], [3.31146, 1.10634, 0.71605]], "mulliken_charge": [-0.87, 0.16, -1.00, -0.33, 0.12, 0.74, -0.54, -0.43, 0.40, 0.32, 0.34, 0.32, 0.43, 0.44, 0.25, 0.27, 0.38], "smiles": "C[N+]1(C)C/C1=[N+](/[O-])O", "charge": 1, "e_above_lowest_kcal_mol": 182.6, "largest_force_ev_per_a": 4.28, "orbital_gap_ev": 9.96, "energy_ha": -417.29037}


(9)
{"formula": "C4H9N2O2S", "method": "wB97M-V/def2-TZVPD", "elements": ["C", "C", "C", "C", "N", "N", "O", "O", "S", "H", "H", "H", "H", "H", "H", "H", "H", "H"], "coordinates": [[1.61188, 1.32282, 0.03194], [-1.25068, 1.03354, -0.26202], [-3.21732, -0.01904, -0.56625], [0.94644, -2.08523, 0.79043], [0.62620, 0.50523, -0.13099], [2.89123, 1.09216, 0.12188], [-1.56093, 2.14670, -0.22995], [-1.78914, -0.08011, -0.35165], [0.68208, -1.12454, -0.71697], [1.45535, 2.39367, 0.14039], [-3.63883, -0.89254, 0.00468], [-3.66861, -0.06538, -1.50276], [-3.53850, 0.88850, -0.13624], [1.93152, -1.65150, 1.03829], [1.26878, -3.07772, 0.23551], [0.31831, -2.26308, 1.57738], [3.70812, 1.68502, 0.02875], [3.22408, 0.19150, -0.07242]], "mulliken_charge": [0.24, 0.85, -0.75, -0.73, -0.38, -0.28, -0.34, -0.22, -0.03, 0.33, 0.25, 0.35, 0.37, 0.22, 0.30, 0.36, 0.27, 0.19], "charge": 1, "e_above_lowest_kcal_mol": 38.6, "largest_force_ev_per_a": 6.15, "orbital_gap_ev": 9.67, "energy_ha": -815.65817}


(10)
{"formula": "C4H9N2O2S", "method": "wB97M-V/def2-TZVPD", "elements": ["C", "C", "C", "C", "N", "N", "O", "O", "S", "H", "H", "H", "H", "H", "H", "H", "H", "H"], "coordinates": [[1.17386, 1.82751, 0.01201], [-0.85695, -0.84670, -0.34755], [-1.16678, -2.26205, -0.18347], [1.27727, -0.46964, 0.69067], [1.29354, 0.89132, 0.93585], [1.09969, 1.56375, -1.26926], [-1.28327, 1.64338, 0.31034], [-3.26887, 0.21059, -0.08864], [-1.90372, 0.33591, 0.31635], [1.18715, 2.86215, 0.33445], [-0.69434, -2.81288, -1.00311], [-2.24654, -2.42323, -0.25112], [-0.80773, -2.70602, 0.74856], [1.22375, -1.09940, 1.55994], [1.84028, -0.83550, -0.14925], [1.23990, 1.19709, 1.90262], [0.96365, 2.30850, -1.93762], [0.92910, 0.61522, -1.58077]], "mulliken_charge": [0.01, 0.24, -1.13, -0.75, 0.00, -0.24, -0.45, -0.47, 0.81, 0.40, 0.34, 0.40, 0.28, 0.39, 0.38, 0.27, 0.27, 0.24], "charge": 1, "e_above_lowest_kcal_mol": 90.6, "largest_force_ev_per_a": 3.45, "orbital_gap_ev": 7.57, "energy_ha": -815.57536}